ORCA calculation (ωB97M-V/def2-TZVPD) on a 14-piece molecular cluster, C79H180F30N9O2P5 overall in a non-equilibrium geometry.

Output
* Kohn-Sham gap: 10.4 eV
* highest occupied orbital energy: -16.2 eV

Structure (ORCA input):
```
! RIJCOSX wB97M-V def2-TZVPD def2/J DEFGRID3
* xyz 4 1
C 18.233 10.684 25.925
C 18.876 12.052 25.993
N 17.996 13.299 25.756
C 16.744 13.256 26.576
C 18.724 14.515 26.252
C 20.119 14.909 25.789
C 17.632 13.410 24.318
C 16.695 14.488 23.885
O 17.278 15.736 23.854
C 16.488 16.779 23.353
H 17.720 10.542 24.957
H 17.510 10.437 26.666
H 19.073 10.041 26.220
H 19.679 12.239 25.275
H 19.280 12.253 26.999
H 16.194 14.202 26.552
H 16.978 13.066 27.601
H 16.178 12.438 26.248
H 18.737 14.406 27.296
H 18.065 15.341 26.016
H 20.349 15.901 26.239
H 20.339 15.147 24.754
H 20.922 14.235 26.119
H 17.177 12.425 24.158
H 18.521 13.482 23.736
H 15.855 14.509 24.555
H 16.252 14.152 22.944
H 16.922 17.757 23.434
H 15.569 16.935 23.888
H 16.187 16.688 22.330
C 19.481 19.996 21.759
C 19.980 18.567 21.546
N 20.770 18.326 20.267
C 21.944 19.206 20.270
C 21.217 16.908 20.235
C 22.311 16.485 21.168
C 19.988 18.703 19.021
C 18.739 17.906 18.790
O 17.674 18.243 19.649
C 16.472 17.484 19.445
H 20.250 20.820 21.627
H 19.125 20.067 22.790
H 18.652 20.230 21.116
H 19.081 17.923 21.591
H 20.664 18.286 22.353
H 22.380 19.189 21.260
H 21.499 20.156 20.086
H 22.629 18.961 19.402
H 21.668 16.781 19.233
H 20.369 16.260 20.398
H 22.291 15.404 20.924
H 22.064 16.498 22.236
H 23.249 16.945 20.944
H 20.701 18.498 18.220
H 19.800 19.783 18.970
H 18.932 16.806 18.822
H 18.494 18.193 17.789
H 15.855 17.848 20.274
H 16.663 16.379 19.576
H 16.050 17.543 18.476
C 23.608 25.277 15.080
C 22.161 25.674 14.760
C 21.291 24.392 14.678
N 19.860 24.743 14.273
C 19.591 25.343 12.888
C 19.903 24.381 11.755
C 19.138 23.050 11.888
C 19.337 22.397 13.335
C 19.038 23.459 14.373
C 19.281 25.691 15.214
H 23.814 25.246 16.147
H 24.291 25.923 14.547
H 23.883 24.244 14.769
H 21.999 26.177 13.814
H 21.864 26.342 15.554
H 21.016 23.790 15.562
H 21.791 23.725 13.995
H 20.263 26.173 12.760
H 18.538 25.619 12.936
H 20.996 24.318 11.718
H 19.593 24.782 10.781
H 19.549 22.439 11.116
H 18.104 23.198 11.557
H 20.348 22.057 13.499
H 18.598 21.594 13.487
H 19.131 23.035 15.395
H 17.973 23.717 14.292
H 18.188 25.708 15.161
H 19.678 26.683 14.911
H 19.524 25.420 16.217
C 25.998 28.806 27.155
C 24.794 28.063 27.827
C 24.508 28.733 29.097
N 23.325 28.128 29.907
C 23.360 26.628 30.154
C 24.621 26.249 30.977
C 24.576 26.829 32.398
C 24.389 28.378 32.292
C 23.311 28.777 31.348
C 22.040 28.417 29.211
H 26.812 28.742 27.889
H 25.679 29.855 27.062
H 26.262 28.349 26.217
H 25.142 27.054 28.035
H 23.974 28.081 27.096
H 24.382 29.795 28.932
H 25.398 28.658 29.710
H 23.413 26.063 29.199
H 22.373 26.441 30.570
H 25.517 26.640 30.475
H 24.750 25.134 30.998
H 25.504 26.500 32.959
H 23.757 26.397 32.948
H 25.339 28.763 31.941
H 24.064 28.819 33.248
H 23.279 29.844 31.080
H 22.293 28.484 31.708
H 21.203 27.980 29.785
H 22.034 27.879 28.282
H 21.985 29.461 29.008
C 9.501 23.059 19.422
C 10.935 22.593 19.517
C 11.222 21.675 18.389
N 12.620 21.020 18.477
C 12.752 20.476 17.026
C 14.077 19.696 16.901
C 15.210 20.665 17.096
C 15.141 21.246 18.482
C 13.754 21.979 18.796
C 12.577 19.910 19.447
H 9.402 23.873 18.731
H 9.101 23.472 20.313
H 8.795 22.306 19.105
H 11.109 22.092 20.475
H 11.540 23.490 19.439
H 11.287 22.302 17.515
H 10.521 20.870 18.282
H 12.640 21.252 16.263
H 11.920 19.722 16.882
H 14.148 19.223 15.923
H 14.068 18.926 17.686
H 15.179 21.501 16.389
H 16.161 20.118 16.942
H 15.969 21.936 18.666
H 15.345 20.394 19.136
H 13.672 22.820 18.109
H 13.788 22.263 19.838
H 11.795 19.251 19.111
H 12.251 20.252 20.439
H 13.488 19.352 19.485
C 22.618 20.690 29.526
C 21.405 20.027 28.818
C 20.087 20.416 29.407
N 18.797 20.079 28.615
C 17.640 20.614 29.412
C 16.289 20.430 28.817
C 16.174 21.069 27.489
C 17.351 20.675 26.558
C 18.721 20.845 27.204
C 18.658 18.579 28.351
H 22.607 20.470 30.606
H 22.419 21.765 29.416
H 23.577 20.358 29.121
H 21.489 18.949 28.802
H 21.363 20.436 27.815
H 19.940 21.452 29.496
H 19.867 19.992 30.411
H 17.840 21.663 29.671
H 17.726 20.061 30.396
H 15.538 20.732 29.571
H 16.104 19.373 28.753
H 16.146 22.115 27.564
H 15.259 20.770 26.981
H 17.311 21.311 25.707
H 17.211 19.616 26.165
H 18.905 21.892 27.403
H 19.470 20.383 26.627
H 18.908 18.139 29.305
H 19.488 18.331 27.686
H 17.660 18.402 28.053
C 17.815 28.859 29.182
C 16.941 28.390 27.981
C 17.227 26.983 27.475
N 16.043 26.353 26.713
C 16.574 25.065 26.185
C 15.547 24.274 25.411
C 14.295 23.963 26.256
C 13.764 25.266 26.809
C 14.836 26.065 27.574
C 15.806 27.262 25.533
H 17.550 29.859 29.440
H 18.849 28.704 28.946
H 17.637 28.194 30.068
H 16.979 29.080 27.125
H 15.926 28.448 28.439
H 17.344 26.314 28.308
H 18.144 26.993 26.826
H 16.918 24.477 27.033
H 17.375 25.323 25.480
H 16.025 23.338 25.104
H 15.370 24.819 24.484
H 14.607 23.289 27.080
H 13.637 23.307 25.644
H 12.896 25.169 27.465
H 13.425 25.902 25.953
H 15.267 25.511 28.425
H 14.404 26.996 27.878
H 15.040 26.855 24.831
H 16.776 27.493 25.114
H 15.352 28.119 26.056
C 18.526 23.271 23.278
C 19.849 23.038 23.999
C 20.909 24.105 23.611
N 22.333 23.680 23.942
C 23.230 24.905 23.553
C 24.637 24.686 24.014
C 24.683 24.511 25.552
C 23.814 23.185 25.902
C 22.399 23.287 25.417
C 22.687 22.364 23.124
H 17.806 22.533 23.634
H 18.528 23.121 22.133
H 18.062 24.227 23.447
H 20.210 22.042 23.791
H 19.671 23.029 25.095
H 20.717 25.050 24.101
H 20.874 24.292 22.525
H 22.808 25.763 24.042
H 23.120 25.042 22.508
H 25.192 25.537 23.715
H 25.097 23.810 23.580
H 24.337 25.381 26.154
H 25.722 24.367 25.806
H 23.849 22.900 26.965
H 24.369 22.377 25.416
H 21.831 24.088 25.885
H 21.855 22.347 25.609
H 22.040 21.601 23.574
H 23.732 22.211 23.298
H 22.404 22.561 22.098
C 18.080 32.239 18.509
C 17.829 31.267 19.631
C 16.865 30.091 19.328
N 17.021 28.894 20.210
C 15.884 27.868 19.905
C 15.877 26.603 20.741
C 17.253 25.950 20.539
C 18.481 26.892 20.836
C 18.450 28.247 20.102
C 16.969 29.350 21.664
H 18.623 33.110 18.776
H 17.104 32.520 18.063
H 18.682 31.722 17.723
H 17.375 31.881 20.425
H 18.765 30.886 20.072
H 17.186 29.702 18.393
H 15.839 30.392 19.366
H 16.042 27.450 18.911
H 14.990 28.551 19.834
H 15.133 25.861 20.355
H 15.575 26.902 21.766
H 17.320 25.513 19.532
H 17.362 25.152 21.232
H 19.393 26.361 20.569
H 18.533 27.138 21.875
H 18.661 28.109 19.018
H 19.193 28.943 20.517
H 17.124 28.517 22.369
H 15.996 29.751 21.889
H 17.795 30.065 21.808
P 19.632 23.249 18.859
F 18.885 24.365 17.947
F 18.449 23.403 19.981
F 18.785 22.006 18.221
F 20.269 22.106 19.830
F 20.775 23.039 17.736
F 20.419 24.371 19.697
P 21.926 18.678 25.027
F 21.145 18.228 26.395
F 20.550 19.563 24.563
F 22.442 20.119 25.611
F 22.645 19.129 23.590
F 23.275 17.931 25.448
F 21.274 17.350 24.305
P 20.048 27.954 24.223
F 19.349 29.061 23.332
F 21.346 28.922 24.239
F 19.304 28.702 25.490
F 20.816 26.895 25.095
F 18.672 26.990 24.049
F 20.600 27.175 22.910
P 15.097 20.617 22.581
F 13.768 21.334 21.943
F 14.980 19.299 21.577
F 15.938 21.483 21.537
F 16.569 20.057 23.044
F 15.199 21.796 23.614
F 14.256 19.777 23.650
P 20.381 24.529 28.464
F 21.121 24.483 29.862
F 19.081 23.796 29.076
F 19.732 25.983 28.754
F 19.717 24.612 26.990
F 21.614 25.344 27.866
F 20.982 23.090 28.061
*
```

Here are the Löwdin charges for atoms 1 to 4, given in e: -0.0429, -0.1369, -0.2703, 0.0234